Formula: C8H13N
Source: the Open Molecules 2025 dataset
Level of theory: ωB97M-V/def2-TZVPD

Atoms and positions in Å:
N 1.59 1.67 -0.83
C -0.89 0.42 -0.03
C -0.97 1.88 0.26
C -2.17 -0.45 0.30
C 2.81 -0.38 -0.31
C -2.94 -0.29 1.37
C 0.20 -1.82 -0.51
C 1.56 0.44 -0.51
C 0.15 -0.34 -0.30
H -3.87 -0.82 1.48
H -0.63 -2.16 -1.13
H -1.88 2.17 0.77
H -0.10 2.22 0.82
H 2.53 2.04 -1.00
H 0.15 -2.35 0.45
H 3.67 0.27 -0.14
H -2.71 0.40 2.16
H -2.43 -1.18 -0.45
H -0.93 2.43 -0.68
H 1.11 -2.12 -1.02
H 2.71 -1.06 0.53
H 3.03 -0.96 -1.21

Values from the calculation:
Frontier orbital gap, eV: 9.6
Electronic energy, hartree: -367.3113
Highest occupied orbital energy, eV: -8.662
F_max, eV/A: 4.59
Energy above the lowest of the compared OMol25 structures with the same formula, charge and spin, eV: 1.7921

Mulliken population analysis, charges in e, atoms 1 to 5: N -0.66; C 0.85; C -1.24; C -0.57; C -1.52